Entry 1:
Molecular formula: C5H8N2O2
Method: DFT, ωB97M-V/def2-TZVPD

## Properties
* molecular weight: 128.1 g/mol
* structure (SMILES): C[C@]12O[C@@]1(N)C(O)=C2N
* orbital gap: 7.244 eV
* charge: 0
* LUMO: 0.7 eV
* energy above the lowest of the compared OMol25 structures with the same formula, charge and spin: 123.48 kcal/mol

Last column: Mulliken charge in e.
Element x y z (Å)
C: 1.65 1.24 0.11  -1.387
C: 0.63 0.34 -0.49  0.435
O: -0.34 1.02 -1.38  -0.500
C: -1.00 0.51 -0.29  0.660
N: -1.74 1.40 0.49  -0.494
C: -1.00 -0.99 -0.04  -0.053
O: -1.99 -1.88 -0.04  -0.557
C: 0.36 -1.08 -0.09  0.058
N: 1.24 -2.01 0.25  -0.441
H: 1.60 1.28 1.21  0.308
H: 1.65 2.28 -0.24  0.407
H: 2.63 0.84 -0.15  0.321
H: -1.54 2.38 0.33  0.237
H: -2.71 1.14 0.63  0.240
H: -2.65 -1.61 -0.71  0.358
H: 2.24 -1.86 0.15  0.198
H: 0.96 -2.99 0.29  0.208


Entry 2:
Molecular formula: O4P
Method: DFT, ωB97M-V/def2-TZVPD

## Properties
* molecular weight: 95.0 g/mol
* 2S+1: 3
* orbital gap (alpha / beta): 6.289 / 8.554 eV
* charge: -1
* LUMO (alpha / beta): 4.4 / 3.2 eV

Last column: Mulliken spin population.
Element x y z (Å)
O: -1.07 1.28 -0.07  0.003
O: -0.99 -1.26 -0.01  0.012
O: 1.22 -0.08 0.75  0.996
O: 1.13 0.03 -0.73  1.063
P: -0.29 0.03 0.07  -0.074


Entry 3:
Molecular formula: C5H9N3O
Method: DFT, ωB97M-V/def2-TZVPD

## Properties
* molecular weight: 127.1 g/mol
* orbital gap: 8.843 eV
* charge: 0
* LUMO: 0.8 eV
* energy above the lowest of the compared OMol25 structures with the same formula, charge and spin: 125.52 kcal/mol

Last column: Mulliken charge in e.
Element x y z (Å)
C: 0.09 -2.17 -1.11  0.004
C: -0.58 -1.04 -1.32  -0.353
C: 0.51 -2.46 0.27  -0.827
C: -0.73 -0.04 -0.17  0.494
C: -0.11 3.34 0.12  -0.504
N: -0.50 1.15 -0.56  -0.523
N: 1.72 -2.12 0.59  -0.215
N: -1.11 -0.54 1.03  -0.341
O: -0.87 2.16 0.39  -0.212
H: 0.24 -2.80 -1.92  0.528
H: -1.04 -0.80 -2.29  0.357
H: -0.50 4.16 0.77  0.217
H: -0.02 3.45 -0.93  0.290
H: 0.93 3.20 0.60  0.207
H: 2.37 -1.62 0.06  0.222
H: 2.11 -2.38 1.50  0.237
H: -1.35 0.03 1.74  0.191
H: -1.15 -1.53 1.22  0.228


Entry 4:
Molecular formula: C6H8Si
Method: DFT, ωB97M-V/def2-TZVPD

## Properties
* molecular weight: 108.2 g/mol
* structure (SMILES): C#C[SiH](C=C)C=C
* orbital gap: 10.628 eV
* charge: 0
* LUMO: 0.8 eV
* energy above the lowest of the compared OMol25 structures with the same formula, charge and spin: 49.28 kcal/mol

Last column: Mulliken charge in e.
Element x y z (Å)
C: -0.71 -0.43 -3.17  0.269
C: -0.77 -0.42 -1.97  -0.994
Si: -0.86 -0.54 0.25  0.641
C: -0.82 1.23 0.87  -0.378
C: -0.21 2.22 0.23  -0.544
C: 0.68 -1.54 0.65  -0.257
C: 1.68 -1.15 1.43  -0.611
H: -0.64 -0.41 -4.22  0.376
H: -2.11 -1.24 0.55  -0.135
H: -1.33 1.45 1.80  0.317
H: -0.21 3.24 0.60  0.264
H: 0.29 2.06 -0.71  0.234
H: 0.76 -2.50 0.16  0.295
H: 2.55 -1.77 1.59  0.255
H: 1.68 -0.21 1.95  0.266


Entry 5:
Molecular formula: C40H36Cl2N2O2Ti
Method: DFT, ωB97M-V/def2-TZVPD

## Properties
* molecular weight: 695.5 g/mol
* 2S+1: 2
* orbital gap (alpha / beta): 8.622 / 8.418 eV
* charge: +1
* LUMO (alpha / beta): -2.4 / -2.7 eV
* energy above the lowest of the compared OMol25 structures with the same formula, charge and spin: 0.00 kcal/mol

Last column: Mulliken spin population.
Element x y z (Å)
Ti: 0.55 0.83 0.28  0.947
O: -0.97 1.45 -0.63  -0.016
C: -1.11 1.60 -2.03  -0.011
C: 0.27 1.33 -2.68  0.025
C: 0.67 -0.11 -2.53  0.011
C: 0.62 -0.97 -3.60  -0.010
C: 0.86 -2.32 -3.39  0.014
C: 1.16 -2.75 -2.11  -0.012
C: 1.23 -1.85 -1.07  0.026
C: 1.62 -2.31 0.31  0.036
C: 0.72 -1.86 1.48  0.004
O: 0.81 -0.45 1.56  -0.002
C: 1.26 -2.48 2.76  -0.004
C: 1.25 -3.86 2.94  0.000
C: 1.75 -4.42 4.10  0.000
C: 2.25 -3.61 5.11  0.000
C: 2.26 -2.24 4.94  0.000
C: 1.77 -1.67 3.77  -0.001
C: -0.75 -2.24 1.29  -0.007
C: -1.73 -1.49 1.93  -0.006
C: -3.07 -1.81 1.81  0.001
C: -3.46 -2.91 1.04  0.000
C: -2.49 -3.67 0.41  0.001
C: -1.15 -3.34 0.53  -0.003
N: 0.98 -0.54 -1.29  -0.021
C: -1.60 3.02 -2.29  0.004
C: -0.90 3.98 -3.01  0.001
C: -1.41 5.26 -3.15  0.000
C: -2.62 5.61 -2.57  0.000
C: -3.33 4.65 -1.86  0.000
C: -2.83 3.37 -1.72  0.001
C: -2.10 0.58 -2.59  0.004
C: -2.52 0.71 -3.91  0.001
C: -3.34 -0.25 -4.49  0.000
C: -3.74 -1.35 -3.75  0.000
C: -3.33 -1.48 -2.43  0.001
C: -2.51 -0.52 -1.85  -0.006
H: 0.25 1.58 -3.74  0.003
H: 1.00 2.00 -2.22  0.001
H: 0.36 -0.60 -4.58  0.000
H: 0.81 -3.02 -4.21  0.000
H: 1.35 -3.80 -1.92  0.000
H: 1.71 -3.39 0.29  0.001
H: 2.62 -1.93 0.55  -0.012
H: 0.84 -4.50 2.18  0.000
H: 1.73 -5.50 4.23  0.000
H: 2.63 -4.05 6.02  0.000
H: 2.65 -1.60 5.72  0.000
H: 1.78 -0.60 3.64  0.001
H: -1.43 -0.64 2.54  0.000
H: -3.82 -1.22 2.32  0.000
H: -4.50 -3.17 0.95  0.000
H: -2.78 -4.53 -0.18  0.000
H: -0.41 -3.95 0.02  0.000
H: 0.05 3.74 -3.47  0.000
H: -0.85 6.00 -3.72  0.000
H: -3.01 6.61 -2.68  0.000
H: -4.29 4.90 -1.42  0.000
H: -3.39 2.61 -1.18  0.000
H: -2.23 1.58 -4.49  0.000
H: -3.67 -0.13 -5.51  0.000
H: -4.39 -2.10 -4.19  0.000
H: -3.66 -2.33 -1.84  0.000
H: -2.20 -0.63 -0.82  -0.002
Cl: -0.48 2.41 2.32  0.000
C: -1.10 3.76 1.34  0.003
Cl: 0.21 4.57 0.48  0.002
H: -1.58 4.47 2.01  0.000
H: -1.78 3.34 0.60  -0.005
N: 2.54 1.89 0.19  0.039
C: 3.29 1.53 1.39  -0.028
C: 3.11 2.26 2.55  -0.001
C: 3.77 1.86 3.71  0.002
C: 4.59 0.74 3.70  -0.001
C: 4.76 0.02 2.52  0.004
C: 4.11 0.41 1.36  -0.004
H: 3.07 1.63 -0.64  0.011
H: 2.41 2.90 0.16  0.009
H: 2.47 3.14 2.55  0.003
H: 3.64 2.43 4.61  0.000
H: 5.09 0.43 4.60  0.000
H: 5.40 -0.85 2.51  0.000
H: 4.24 -0.15 0.44  -0.005


Entry 6:
Molecular formula: C3H6FNO2
Method: DFT, ωB97M-V/def2-TZVPD

## Properties
* molecular weight: 107.1 g/mol
* structure (SMILES): C[C@]1(O)ON[C@H]1F
* orbital gap: 10.510 eV
* charge: 0
* LUMO: 0.8 eV
* energy above the lowest of the compared OMol25 structures with the same formula, charge and spin: 74.57 kcal/mol

Last column: Mulliken charge in e.
Element x y z (Å)
C: -0.79 -0.02 -1.04  -1.316
C: 0.08 0.51 0.12  0.965
O: -0.47 1.70 0.50  -0.536
O: 1.49 0.55 -0.17  -0.323
N: 1.79 -0.30 0.95  -0.338
C: 0.34 -0.50 1.24  -0.089
F: -0.08 -0.16 2.50  -0.308
H: -1.44 0.83 -1.55  0.305
H: -1.44 -0.71 -0.62  0.374
H: -0.14 -0.56 -1.80  0.286
H: 0.02 2.04 1.28  0.336
H: 2.18 0.33 1.67  0.297
H: -0.04 -1.55 0.91  0.347